Formula: C18H20FNO3S
Source: OMol25
Level of theory: the ωB97M-V functional and the def2-TZVPD basis

Element x y z (Å)
O1 -0.15 -0.57 2.16
C1 -0.25 -0.98 1.01
N1 -1.44 -1.13 0.39
H1 -1.49 -1.37 -0.59
C2 -2.68 -0.64 0.96
H2 -2.43 -0.17 1.92
H3 -3.36 -1.49 1.13
C3 -3.34 0.36 0.00
H4 -2.65 1.20 -0.16
C4 -4.71 0.83 0.51
H5 -4.90 1.85 0.19
H6 -4.78 0.77 1.59
C5 -5.66 -0.13 -0.21
H7 -5.74 -1.07 0.34
C6 -4.94 -0.34 -1.53
H8 -5.20 0.45 -2.25
O2 -3.56 -0.28 -1.25
H9 -5.15 -1.31 -2.00
H10 -6.66 0.28 -0.34
C7 0.91 -1.38 0.20
C8 1.03 -1.80 -1.11
C9 2.40 -2.01 -1.33
C10 3.03 -1.70 -0.15
O3 2.13 -1.33 0.77
C11 4.47 -1.70 0.21
H11 4.59 -1.48 1.27
H12 4.94 -2.65 -0.04
S1 5.41 -0.45 -0.75
C12 4.99 1.07 0.16
C13 3.52 1.37 0.19
C14 2.80 1.40 -1.00
C15 1.44 1.67 -0.95
C16 0.79 1.94 0.24
C17 1.52 1.90 1.42
C18 2.87 1.62 1.39
H13 3.43 1.58 2.31
H14 1.03 2.08 2.36
H15 -0.27 2.15 0.24
F1 0.74 1.68 -2.10
H16 3.27 1.20 -1.94
H17 5.39 0.98 1.17
H18 5.54 1.85 -0.37
H19 2.87 -2.33 -2.24
H20 0.25 -1.93 -1.83

Computed properties:
SMILES = O=C(NC[C@@H]1CCCO1)c1ccc(CSCc2cccc(F)c2)o1
frontier orbital gap = 9.00 eV
ΔE to the lowest compared entry with this formula, charge and spin = 1.45 kcal/mol
molar mass = 349.43 g mol⁻¹